# C12H18F3N2O3PdS3

A structure of composition C12H18F3N2O3PdS3 (ωB97M-V with the def2-TZVPD basis set, OMol25).

Values from the calculation:
* frontier orbital gap: 6.7 eV
* charge: -1
* E_LUMO: 2.7084 eV

XYZ file:
```
42
Properties=species:S:1:pos:R:3:forces:R:3
Pd 1.4432 -0.9054 -0.3052 0.1536 -0.0058 -0.2283
C 4.9862 1.8569 0.7947 -0.0161 -0.0051 0.0029
C 3.6749 1.2893 0.3195 0.1747 -0.0262 0.0960
S 3.4511 -0.4385 0.5272 0.0517 -0.1479 -0.0319
C 2.7127 2.0206 -0.2344 -0.0941 0.1668 -0.0326
C 2.8064 3.5075 -0.4492 -0.0074 -0.0135 0.0013
S 1.2284 1.2492 -0.7630 -0.1164 -0.0048 0.0569
H 5.6125 1.0732 1.2211 0.0000 -0.0049 0.0004
H 4.8397 2.6223 1.5625 -0.0089 0.0001 0.0008
H 5.5433 2.3193 -0.0257 -0.0091 -0.0066 -0.0069
H 3.7185 3.7760 -0.9895 0.0032 -0.0120 0.0004
H 2.8145 4.0527 0.4996 -0.0070 -0.0100 0.0047
H 1.9565 3.8676 -1.0300 0.0008 -0.0054 -0.0008
C -4.9653 0.4584 0.3441 0.0038 0.0153 0.0237
C -3.5663 -0.1011 0.0605 0.0029 -0.0007 -0.0188
C -3.6134 -1.6318 -0.0329 -0.0180 0.0505 0.0271
C -3.0020 0.5014 -1.2322 -0.0078 0.0000 -0.0033
C -2.6782 0.2812 1.1745 0.0669 -0.0606 -0.0448
N -1.9801 0.5810 2.0351 -0.0862 0.0657 0.0837
H -5.6297 0.1885 -0.4786 0.0023 -0.0038 -0.0034
H -4.9434 1.5456 0.4299 -0.0011 -0.0048 0.0023
H -5.3719 0.0449 1.2678 -0.0033 0.0048 0.0004
H -4.2857 -1.9169 -0.8446 0.0009 0.0055 -0.0025
H -3.9838 -2.0667 0.8964 -0.0040 0.0028 -0.0055
H -2.6283 -2.0378 -0.2438 0.0402 -0.0241 -0.0089
H -3.6558 0.2266 -2.0626 -0.0020 -0.0031 -0.0083
H -2.0040 0.1183 -1.4337 0.0092 -0.0017 -0.0054
H -2.9566 1.5896 -1.1679 0.0031 -0.0106 0.0056
F 0.3438 -3.9517 -3.9097 -0.0309 -0.0625 -0.0141
C 0.8425 -2.9731 -3.1466 -0.0133 0.0046 0.0095
F 0.5914 -1.8149 -3.7573 -0.0251 0.0503 -0.0227
F 2.1624 -3.1368 -3.0880 0.0678 0.0137 0.0156
S 0.0758 -3.0165 -1.4357 -0.2568 -0.1078 -0.0864
O -0.4219 -1.6394 -1.2495 0.1181 0.0323 0.0439
O -0.9519 -4.0080 -1.5255 0.0822 -0.0489 0.0327
O 1.2025 -3.2694 -0.5472 0.0057 0.1385 0.0634
C 1.1963 0.4462 3.1746 -0.0029 -0.0619 -0.0601
C 0.9372 -0.9867 3.0809 0.0226 0.1650 -0.0596
N 0.7211 -2.1113 3.0045 -0.0228 -0.1244 0.0811
H 1.8207 0.7514 2.3346 0.0093 -0.0316 0.0267
H 1.7090 0.6654 4.1102 -0.0276 0.0290 0.0140
H 0.2479 0.9732 3.1151 -0.0581 0.0436 0.0510
```
Forces are in eV/Å.

# C5H8O

The molecule C5H8O (ωB97M-V with the def2-TZVPD basis set, OMol25).

Values from the calculation:
* frontier orbital gap: 10.7 eV
* E_LUMO: 1.0897 eV
* SMILES: C[C@]12CC[C@H]1O2

XYZ file:
```
14
Properties=species:S:1:pos:R:3:forces:R:3
C 0.1142 -1.4759 -1.1610 -0.0142 -0.0199 -0.0874
C -0.0652 -0.1702 -0.4695 0.2068 -0.2934 -0.0885
C 0.9824 0.6469 0.2822 0.1840 0.0292 -0.0840
C -0.1544 1.1425 1.2283 0.0330 0.0981 0.0726
C -1.1370 0.3034 0.4059 -0.1520 -0.0327 0.2915
O -1.0250 0.7652 -0.9451 -0.0715 0.0875 -0.1733
H 0.5327 -2.2114 -0.4646 -0.0425 0.1035 -0.1381
H 0.7964 -1.3752 -2.0095 -0.0702 -0.0536 0.0187
H -0.8532 -1.8367 -1.5195 0.1347 0.0026 0.0053
H 1.6980 0.0054 0.8096 -0.1191 0.1822 -0.0492
H 1.5243 1.3938 -0.2994 -0.0965 -0.0843 -0.0745
H 0.0911 0.7638 2.2169 -0.5349 0.0214 0.2124
H -0.4130 2.2052 1.2712 0.2772 -0.1459 -0.0379
H -2.0912 -0.1569 0.6544 0.2652 0.1053 0.1323
```
Forces are in eV/Å.

# C3H8BrNS

A structure of composition C3H8BrNS at a distorted geometry (ωB97M-V with the def2-TZVPD basis set, OMol25).

Values from the calculation:
* frontier orbital gap: 8.2 eV
* E_LUMO: 0.3171 eV

XYZ file:
```
14
Properties=species:S:1:pos:R:3:forces:R:3
C -0.7931 0.6463 1.2943 -2.3250 -0.5683 3.3150
C -1.1264 0.5365 -1.2757 -0.9042 2.0904 2.5601
C 2.0253 -1.2113 -0.1289 -2.2118 -3.1956 -0.7525
N -0.8214 -0.0457 0.0585 -0.8415 -0.2981 -1.8336
S -0.3706 -1.5781 0.0053 3.0832 -1.0939 0.2281
Br 2.2564 0.5679 0.0021 0.3361 1.9896 0.3720
H -0.0963 1.4252 1.4666 0.7358 1.0255 -0.6714
H -1.8149 1.0191 1.7373 1.3988 -0.5686 -1.3437
H -0.4932 -0.1176 2.0595 -0.2542 0.6008 -0.6751
H -0.4163 1.3292 -1.2970 0.1425 1.3131 -0.7229
H -0.8781 -0.1006 -2.0551 0.2749 -1.5214 -1.0766
H -2.1835 0.9054 -1.3855 0.9666 -0.3305 0.2830
H 2.2772 -1.5273 -1.1585 -0.1658 -0.1133 0.8644
H 2.4351 -1.8489 0.6771 -0.2355 0.6702 -0.5467
```
Forces are in eV/Å.

# C5H10O2

The molecule C5H10O2 at a distorted geometry (ωB97M-V with the def2-TZVPD basis set, OMol25).

Values from the calculation:
* frontier orbital gap: 11.2 eV
* E_LUMO: 0.9221 eV
* SMILES: O[C@H]1CC[C@H](O)C1

XYZ file:
```
17
Properties=species:S:1:pos:R:3:forces:R:3
O -0.3341 -0.9770 -1.9746 0.2230 -0.0408 -0.1761
C -0.6947 -0.9426 -0.6030 -0.1274 -0.1582 0.2508
C 0.4710 -1.3275 0.3456 0.0088 -0.1852 -0.0267
C 1.0394 -0.0109 0.9220 -0.0065 0.0292 -0.0080
C 0.3685 1.0725 0.0799 -0.3214 -0.6683 -0.3602
O 0.2654 2.3281 0.7017 -0.5161 -0.0161 -0.0436
C -1.0466 0.4734 -0.1887 0.3058 -0.0029 -0.0530
H 0.3565 -0.3172 -2.1202 -0.1109 -0.1689 -0.0530
H -1.5371 -1.6298 -0.5145 0.0805 0.0053 -0.0221
H 0.1081 -1.9739 1.1488 0.0641 0.0024 -0.1081
H 1.2099 -1.8936 -0.2269 -0.0604 0.0119 0.0912
H 2.1333 0.0395 0.8987 -0.2058 0.0069 -0.0620
H 0.7350 0.1403 1.9652 -0.0046 -0.0537 -0.1854
H 0.9117 1.1928 -0.8748 -0.1124 -0.0066 0.1583
H -0.6933 2.3802 0.6499 0.0394 1.2347 0.5992
H -1.6410 0.4630 0.7442 0.3879 0.0414 -0.1218
H -1.6521 0.9825 -0.9533 0.3558 -0.0311 0.1205
```
Forces are in eV/Å.

Which formula does entry 3 have?
C3H8BrNS

Copy entry 1 word for word.
# C12H18F3N2O3PdS3

A structure of composition C12H18F3N2O3PdS3 (ωB97M-V with the def2-TZVPD basis set, OMol25).

Values from the calculation:
* frontier orbital gap: 6.7 eV
* charge: -1
* E_LUMO: 2.7084 eV

XYZ file:
```
42
Properties=species:S:1:pos:R:3:forces:R:3
Pd 1.4432 -0.9054 -0.3052 0.1536 -0.0058 -0.2283
C 4.9862 1.8569 0.7947 -0.0161 -0.0051 0.0029
C 3.6749 1.2893 0.3195 0.1747 -0.0262 0.0960
S 3.4511 -0.4385 0.5272 0.0517 -0.1479 -0.0319
C 2.7127 2.0206 -0.2344 -0.0941 0.1668 -0.0326
C 2.8064 3.5075 -0.4492 -0.0074 -0.0135 0.0013
S 1.2284 1.2492 -0.7630 -0.1164 -0.0048 0.0569
H 5.6125 1.0732 1.2211 0.0000 -0.0049 0.0004
H 4.8397 2.6223 1.5625 -0.0089 0.0001 0.0008
H 5.5433 2.3193 -0.0257 -0.0091 -0.0066 -0.0069
H 3.7185 3.7760 -0.9895 0.0032 -0.0120 0.0004
H 2.8145 4.0527 0.4996 -0.0070 -0.0100 0.0047
H 1.9565 3.8676 -1.0300 0.0008 -0.0054 -0.0008
C -4.9653 0.4584 0.3441 0.0038 0.0153 0.0237
C -3.5663 -0.1011 0.0605 0.0029 -0.0007 -0.0188
C -3.6134 -1.6318 -0.0329 -0.0180 0.0505 0.0271
C -3.0020 0.5014 -1.2322 -0.0078 0.0000 -0.0033
C -2.6782 0.2812 1.1745 0.0669 -0.0606 -0.0448
N -1.9801 0.5810 2.0351 -0.0862 0.0657 0.0837
H -5.6297 0.1885 -0.4786 0.0023 -0.0038 -0.0034
H -4.9434 1.5456 0.4299 -0.0011 -0.0048 0.0023
H -5.3719 0.0449 1.2678 -0.0033 0.0048 0.0004
H -4.2857 -1.9169 -0.8446 0.0009 0.0055 -0.0025
H -3.9838 -2.0667 0.8964 -0.0040 0.0028 -0.0055
H -2.6283 -2.0378 -0.2438 0.0402 -0.0241 -0.0089
H -3.6558 0.2266 -2.0626 -0.0020 -0.0031 -0.0083
H -2.0040 0.1183 -1.4337 0.0092 -0.0017 -0.0054
H -2.9566 1.5896 -1.1679 0.0031 -0.0106 0.0056
F 0.3438 -3.9517 -3.9097 -0.0309 -0.0625 -0.0141
C 0.8425 -2.9731 -3.1466 -0.0133 0.0046 0.0095
F 0.5914 -1.8149 -3.7573 -0.0251 0.0503 -0.0227
F 2.1624 -3.1368 -3.0880 0.0678 0.0137 0.0156
S 0.0758 -3.0165 -1.4357 -0.2568 -0.1078 -0.0864
O -0.4219 -1.6394 -1.2495 0.1181 0.0323 0.0439
O -0.9519 -4.0080 -1.5255 0.0822 -0.0489 0.0327
O 1.2025 -3.2694 -0.5472 0.0057 0.1385 0.0634
C 1.1963 0.4462 3.1746 -0.0029 -0.0619 -0.0601
C 0.9372 -0.9867 3.0809 0.0226 0.1650 -0.0596
N 0.7211 -2.1113 3.0045 -0.0228 -0.1244 0.0811
H 1.8207 0.7514 2.3346 0.0093 -0.0316 0.0267
H 1.7090 0.6654 4.1102 -0.0276 0.0290 0.0140
H 0.2479 0.9732 3.1151 -0.0581 0.0436 0.0510
```
Forces are in eV/Å.

Which formula does entry 3 have?
C3H8BrNS

Among the records above, which one has the highest E_LUMO?
C12H18F3N2O3PdS3